Record 1
A molecular structure, C31H50BrN5P2Zr. Source: the OMol25 dataset; level of theory: ωB97M-V/def2-TZVPD.

## Properties
**Highest occupied orbital energy**: -18.256 eV
**Largest force on an atom**: 4.34 eV Å⁻¹
**Net charge**: +4
**Kohn-Sham gap**: 3.27 eV
**LUMO energy**: -14.9912 eV

Last column: Löwdin charge in e.
Atoms and positions in Å:
C -2.97 -3.47 -3.26  0.005
C -1.87 -3.69 -2.42  -0.258
C -0.85 -4.60 -2.75  -0.007
C -1.04 -5.34 -3.92  -0.083
N -2.13 -5.19 -4.66  0.118
C -3.05 -4.28 -4.39  -0.080
C -1.83 -3.09 -1.12  0.089
C -1.61 -2.79 0.03  0.077
C -1.46 -2.07 1.26  -0.118
C -0.54 -0.86 1.32  -0.248
C -0.48 -0.17 2.62  -0.422
C -1.27 -0.63 3.66  -0.502
C -1.95 -1.85 3.64  0.061
C -2.05 -2.52 2.41  0.074
Zr 0.05 1.38 1.25  1.584
P 0.13 0.29 -1.33  0.961
H 0.01 -4.74 -2.09  0.132
H -3.74 -2.72 -3.00  0.131
H -0.30 -6.08 -4.20  0.134
H -3.91 -4.20 -5.05  0.133
H -2.65 -3.43 2.34  0.167
H 0.45 -1.20 0.98  0.027
H -2.43 -2.30 4.46  0.141
H 0.37 0.54 2.95  0.065
C 1.16 1.60 -2.10  -0.408
C 1.87 1.38 -3.44  -0.100
H 1.92 1.85 -1.34  0.058
H 0.48 2.46 -2.19  0.079
H 2.45 2.29 -3.64  0.110
H 2.57 0.54 -3.44  0.086
H 1.16 1.26 -4.27  0.075
C 0.98 -1.26 -1.93  -0.338
C 0.85 -1.73 -3.39  -0.092
H 0.62 -2.05 -1.26  0.057
H 2.05 -1.12 -1.72  0.057
H 1.51 -2.60 -3.54  0.111
H -0.17 -2.06 -3.65  0.067
H 1.17 -0.98 -4.12  0.068
C -1.39 0.21 -2.37  -0.351
C -1.37 0.69 -3.83  -0.091
H -2.15 0.78 -1.82  0.050
H -1.71 -0.84 -2.32  0.059
H -2.39 0.68 -4.23  0.106
H -1.00 1.72 -3.95  0.082
H -0.78 0.05 -4.49  0.074
Br -1.34 0.73 5.09  0.939
P 2.81 -0.37 1.43  0.970
C 3.92 -0.44 -0.02  -0.404
C 5.35 0.02 0.21  -0.103
H 3.43 0.22 -0.76  0.044
H 3.91 -1.46 -0.45  0.094
H 5.89 0.01 -0.75  0.103
H 5.38 1.04 0.60  0.075
H 5.89 -0.65 0.90  0.087
C 3.48 0.83 2.68  -0.399
C 4.31 0.24 3.81  -0.108
H 2.57 1.32 3.09  0.041
H 4.03 1.62 2.14  0.087
H 4.52 1.02 4.55  0.103
H 3.77 -0.57 4.33  0.079
H 5.27 -0.15 3.45  0.091
C 2.84 -2.05 2.19  -0.376
C 4.18 -2.79 2.16  -0.098
H 2.07 -2.61 1.63  0.075
H 2.46 -1.94 3.21  0.084
H 4.07 -3.79 2.60  0.104
H 4.56 -2.93 1.14  0.082
H 4.96 -2.28 2.74  0.078
C -3.36 1.80 1.29  -0.106
N -1.94 2.15 1.16  -0.258
C -1.51 2.96 2.40  -0.193
N -2.35 4.22 2.52  -0.022
C -3.77 3.78 2.60  -0.113
N -4.22 3.01 1.43  -0.045
C -4.02 3.86 0.23  -0.112
N -2.61 4.27 0.06  -0.048
C -1.79 3.03 -0.04  -0.183
C -2.17 5.00 1.26  -0.122
H -3.49 1.18 2.19  0.145
H -3.68 1.27 0.39  0.150
H -0.45 3.32 2.33  0.128
H -1.69 2.36 3.30  0.029
H -4.41 4.67 2.68  0.163
H -3.86 3.15 3.49  0.143
H -4.33 3.29 -0.65  0.147
H -4.63 4.77 0.34  0.161
H -0.74 3.37 -0.15  0.125
H -2.16 2.51 -0.93  0.120
H -2.75 5.93 1.31  0.163
H -1.10 5.21 1.15  0.139

=====

Record 2
2 unconnected molecules or ions with the total composition C6H6N2O2. Source: the OMol25 dataset; level of theory: ωB97M-V/def2-TZVPD.

## Properties
**Highest occupied orbital energy**: -9.620 eV
**Largest force on an atom**: 8.18 eV Å⁻¹
**Net charge**: 0
**Energy relative to the best compared isomer or geometry (same formula, charge and spin)**: 388.6 kJ/mol
**Kohn-Sham gap**: 9.97 eV
**LUMO energy**: 0.3527 eV
**SMILES**: O=c1cc[nH]c(=O)[nH]1.C#C

Last column: natural (NBO) charge in e.
Atoms and positions in Å:
C 1.45 -0.71 -0.53  0.653
C 1.42 -0.52 0.94  -0.382
C 0.17 -0.36 1.50  0.062
C -1.12 -1.15 -0.41  0.796
C -1.05 1.66 -0.68  -0.289
C 0.07 2.27 -0.61  -0.238
H 0.03 -1.56 -2.01  0.445
H 2.16 0.06 1.68  0.250
H 0.36 -0.11 2.53  0.224
H -1.92 -0.16 1.49  0.453
H -2.04 1.52 -0.99  0.247
H 1.05 2.86 -0.57  0.269
N 0.15 -1.17 -1.01  -0.670
N -1.07 -0.70 0.91  -0.630
O 2.52 -0.68 -1.23  -0.577
O -2.19 -1.24 -1.01  -0.611

=====

Record 3
C4H5N3O in the gas phase. Source: the OMol25 dataset; level of theory: ωB97M-V/def2-TZVPD.

## Properties
**Highest occupied orbital energy**: -8.219 eV
**Largest force on an atom**: 5.20 eV Å⁻¹
**Net charge**: 0
**Energy relative to the best compared isomer or geometry (same formula, charge and spin)**: 325.5 kJ/mol
**Kohn-Sham gap**: 8.08 eV
**LUMO energy**: -0.1355 eV
**SMILES**: NC1=CN=N/C1=C\O

Last column: natural (NBO) charge in e.
Atoms and positions in Å:
C 0.94 -0.17 -0.06  0.169
C 1.40 1.19 0.08  -0.230
C -0.50 0.01 -0.13  -0.136
C -1.69 -0.64 0.01  0.310
H 1.07 -2.22 0.01  0.396
H 2.56 -1.21 0.33  0.398
H 2.41 1.65 0.23  0.217
H -1.81 -1.71 0.06  0.181
H -2.62 0.94 -0.07  0.519
N 1.59 -1.31 -0.19  -0.772
N 0.29 2.07 -0.11  -0.142
N -0.78 1.41 -0.14  -0.279
O -2.86 -0.01 0.00  -0.631

=====

Record 4
3 unconnected molecules or ions with the total composition C3H13NO2. Source: the OMol25 dataset; level of theory: ωB97M-V/def2-TZVPD.

## Properties
**Highest occupied orbital energy**: -9.379 eV
**Largest force on an atom**: 1.00 eV Å⁻¹
**Net charge**: 0
**Energy relative to the best compared isomer or geometry (same formula, charge and spin)**: 53.9 kJ/mol
**Kohn-Sham gap**: 10.03 eV
**LUMO energy**: 0.6556 eV
**SMILES**: CC(C)N.O.O

Last column: natural (NBO) charge in e.
Atoms and positions in Å:
C -0.60 0.10 -1.89  -0.620
C 0.37 0.72 -0.87  -0.052
C 0.27 2.23 -0.85  -0.613
N 0.18 0.19 0.48  -0.851
H -0.77 0.72 -2.76  0.212
H -0.26 -0.89 -2.18  0.214
H -1.60 -0.05 -1.45  0.191
H 1.36 0.42 -1.19  0.177
H 0.91 2.66 -0.08  0.215
H 0.57 2.67 -1.80  0.214
H -0.73 2.57 -0.60  0.198
H -0.30 -0.70 0.50  0.363
H -0.43 0.78 1.06  0.352
H -2.36 -1.93 0.38  0.464
H -2.54 -3.27 1.04  0.472
O -1.91 -2.78 0.50  -0.935
H 3.28 -1.56 3.23  0.465
H 2.03 -0.78 2.86  0.478
O 2.54 -1.09 3.62  -0.945

=====

Record 5
A molecular structure, C27H37Ge2N3OPdSSi. Source: the OMol25 dataset; level of theory: ωB97M-V/def2-TZVPD.

## Properties
**Highest occupied orbital energy (spin up / spin down)**: -10.562 / -10.529 eV
**Largest force on an atom**: 3.61 eV Å⁻¹
**Net charge**: +1
**Energy relative to the best compared isomer or geometry (same formula, charge and spin)**: 210.8 kJ/mol
**Kohn-Sham gap (spin up / spin down)**: 7.66 / 6.84 eV
**LUMO energy (spin up / spin down)**: -2.9033 / -3.6905 eV
**2S+1**: 2

Last column: Löwdin charge in e.
Atoms and positions in Å:
Pd 0.19 -0.72 1.02  0.464
C -0.58 1.26 5.69  -0.020
N -1.64 0.85 4.78  -0.118
C -2.96 1.24 4.87  -0.013
C -3.61 0.68 3.84  -0.017
N -2.68 -0.06 3.11  0.035
C -1.46 0.07 3.70  -0.642
S 0.06 -0.63 3.35  0.701
C -3.05 -0.77 1.92  -0.234
C -4.38 -1.10 1.74  0.013
C -4.75 -1.69 0.54  -0.024
C -3.78 -1.95 -0.41  -0.024
C -2.47 -1.64 -0.11  -0.118
N -2.10 -1.06 1.04  0.083
H -1.04 1.80 6.52  0.098
H 0.12 1.91 5.17  0.098
H -0.05 0.39 6.06  0.086
H -3.32 1.87 5.67  0.135
H -4.64 0.77 3.55  0.123
H -5.12 -0.93 2.51  0.112
H -5.79 -1.94 0.36  0.122
H -4.02 -2.40 -1.36  0.121
H -1.66 -1.87 -0.79  0.096
C 0.63 -1.28 -4.28  -0.239
Ge 1.63 0.18 -3.44  0.752
C 3.56 -0.13 -3.72  -0.249
C 1.09 1.87 -4.28  -0.237
Ge 1.19 0.29 -1.01  0.840
C -0.61 1.11 -0.91  -0.323
C -1.04 1.88 0.17  -0.130
C -2.34 2.35 0.25  -0.086
C -3.24 2.04 -0.76  -0.074
C -2.83 1.27 -1.84  -0.073
C -1.53 0.80 -1.91  -0.133
C 2.46 1.64 -0.33  -0.306
C 3.25 2.29 -1.27  -0.118
C 3.97 3.43 -0.91  -0.062
C 3.92 3.91 0.39  -0.070
C 3.18 3.23 1.35  -0.075
C 2.47 2.09 0.99  -0.132
H 1.28 -1.81 -4.98  0.021
H -0.22 -0.88 -4.85  0.019
H 0.26 -1.98 -3.54  -0.006
H 3.71 -1.06 -4.27  0.014
H 4.10 -0.21 -2.78  0.009
H 4.02 0.67 -4.30  0.023
H 1.11 1.75 -5.37  0.023
H 1.76 2.69 -4.02  0.014
H 0.08 2.14 -3.99  0.009
H -0.33 2.17 0.95  0.086
H -2.65 2.96 1.08  0.105
H -4.26 2.42 -0.72  0.108
H -3.53 1.04 -2.64  0.112
H -1.23 0.19 -2.75  0.086
H 3.32 1.94 -2.28  0.049
H 4.57 3.94 -1.65  0.112
H 4.46 4.80 0.66  0.110
H 3.16 3.58 2.37  0.106
H 1.92 1.55 1.76  0.068
C 2.45 -2.35 1.12  -0.183
Si 1.31 -2.95 -0.28  0.290
C -0.05 -3.97 0.50  -0.170
C 2.31 -4.02 -1.43  -0.157
O 0.70 -1.62 -1.12  -0.503
H 3.42 -2.84 1.02  0.048
H 2.06 -2.60 2.10  0.017
H 2.69 -1.27 1.12  0.013
H 0.39 -4.86 0.94  0.045
H -0.79 -4.30 -0.24  0.039
H -0.58 -3.44 1.30  0.010
H 2.60 -4.95 -0.94  0.041
H 3.21 -3.51 -1.75  0.037
H 1.73 -4.28 -2.32  0.038

=====

Record 6
C16H21NO3S in the gas phase. Source: the OMol25 dataset; level of theory: ωB97M-V/def2-TZVPD.

## Properties
**Highest occupied orbital energy**: -8.421 eV
**Largest force on an atom**: 0.54 eV Å⁻¹
**Net charge**: 0
**Energy relative to the best compared isomer or geometry (same formula, charge and spin)**: 65.4 kJ/mol
**Kohn-Sham gap**: 9.18 eV
**LUMO energy**: 0.7558 eV
**SMILES**: CCOC(=O)[C@@H]1CCCN(C(=O)CSc2ccccc2)C1

Last column: natural (NBO) charge in e.
Atoms and positions in Å:
C 2.65 -3.27 -5.02  -0.634
C 1.99 -3.99 -3.86  -0.078
H 1.24 -4.70 -4.22  0.191
H 2.74 -4.51 -3.26  0.199
O 1.27 -3.09 -3.02  -0.501
C 1.97 -2.43 -2.10  0.815
O 3.15 -2.56 -1.91  -0.613
C 1.08 -1.49 -1.31  -0.329
H 0.04 -1.65 -1.59  0.229
C 1.49 -0.04 -1.61  -0.391
C 0.72 0.92 -0.71  -0.411
H 1.06 1.94 -0.88  0.214
C 0.93 0.55 0.76  -0.214
N 0.51 -0.82 0.98  -0.435
C -0.58 -1.24 1.65  0.672
O -0.90 -2.41 1.71  -0.620
C -1.40 -0.20 2.40  -0.618
H -2.13 -0.73 3.00  0.249
H -0.77 0.43 3.02  0.236
S -2.28 0.88 1.20  0.249
C -2.58 2.35 2.15  -0.178
C -2.73 3.53 1.44  -0.233
C -2.98 4.71 2.11  -0.193
C -3.08 4.72 3.50  -0.224
C -2.93 3.54 4.20  -0.211
C -2.69 2.35 3.53  -0.193
H -2.60 1.43 4.10  0.209
H -3.02 3.53 5.28  0.215
H -3.27 5.64 4.02  0.216
H -3.10 5.63 1.56  0.216
H -2.65 3.52 0.36  0.220
C 1.26 -1.77 0.19  -0.220
H 0.90 -2.77 0.45  0.253
H 2.33 -1.69 0.44  0.208
H 0.39 1.24 1.40  0.221
H 2.00 0.62 1.00  0.194
H -0.34 0.87 -0.94  0.214
H 1.30 0.18 -2.66  0.215
H 2.57 0.06 -1.43  0.212
H 3.40 -2.57 -4.65  0.222
H 3.13 -3.99 -5.68  0.217
H 1.91 -2.71 -5.60  0.210